# C37H29MgN7PS3

A structure of composition C37H29MgN7PS3 (ωB97M-V/def2-TZVPD, the OMol25 dataset).

```
78
Properties=species:S:1:pos:R:3
S 3.24 1.61 -2.67
S 0.81 -0.16 0.44
S 2.85 -3.56 0.13
P 3.26 -2.27 1.64
Mg -1.13 0.74 -0.58
N -1.71 1.40 1.55
N 3.54 0.86 -0.14
N -0.92 0.21 -4.44
N -1.94 2.60 -0.79
N -2.84 0.33 -1.83
N 0.61 0.26 -2.10
N 1.57 0.23 -1.07
C -1.62 0.11 -5.56
C 4.32 -4.41 3.19
C -3.32 -0.82 -2.24
C 0.40 -1.64 -5.18
C -4.64 0.22 -3.93
C 0.91 -1.76 4.99
C 5.71 -2.46 3.01
C 4.52 -3.11 2.70
C 6.47 -4.35 4.28
C -1.83 5.54 1.54
C -3.23 1.49 -2.44
C -4.00 3.85 -3.66
C 0.62 -2.90 2.48
C -1.54 0.75 2.68
C -1.38 2.76 3.95
C -1.71 2.77 1.56
C 5.28 -5.02 3.98
C -0.32 -2.28 4.61
C -1.87 3.44 0.29
C 0.08 -0.65 -4.26
C -4.51 2.69 -4.14
C -1.36 1.39 3.91
C -1.95 4.82 0.32
C -1.63 4.91 2.73
C -4.13 1.47 -3.52
C 1.98 -1.81 4.11
C -4.24 -0.93 -3.30
C 1.85 -2.38 2.84
C 2.76 0.86 -1.23
C -1.38 -0.85 -6.54
C -0.46 -2.85 3.35
C -0.35 -1.75 -6.34
C -2.73 2.74 -1.89
C -1.57 3.49 2.76
C 6.68 -3.07 3.79
C 0.91 -0.53 -3.05
C -3.12 3.89 -2.55
H -1.42 -3.26 3.05
H -1.88 6.62 1.50
H -1.19 0.80 4.80
H -1.51 5.47 3.65
H 3.41 -4.93 2.93
H 7.60 -2.55 4.02
H 2.94 -1.39 4.41
H -5.19 2.67 -4.98
H -2.96 -1.71 -1.74
H -2.05 5.39 -0.58
H -1.98 -0.88 -7.44
H 0.53 -3.34 1.49
H 1.83 -1.11 -2.99
H -2.74 4.85 -2.24
H -5.34 0.18 -4.76
H -1.16 -2.25 5.30
H 4.48 1.17 -0.30
H -0.12 -2.51 -7.07
H -4.62 -1.90 -3.59
H 7.22 -4.84 4.89
H 5.12 -6.02 4.36
H -1.51 -0.33 2.62
H 3.39 0.16 0.59
H -1.24 3.30 4.88
H 5.87 -1.46 2.63
H 1.23 -2.31 -4.97
H -4.26 4.79 -4.13
H -2.42 0.84 -5.69
H 1.04 -1.32 5.97
```

Results
**Orbital gap**: 5.2 eV
**2S+1**: 1
**Net charge**: -1
**E_HOMO**: -3.44 eV

Results of the Löwdin charge analysis, in e, for atoms 1 through 2: S 0.49; S 0.63

# C14H23HgN2PSe

A structure of composition C14H23HgN2PSe (ωB97M-V/def2-TZVPD, the OMol25 dataset).

```
42
Properties=species:S:1:pos:R:3
Hg 1.07 0.56 1.01
Se -1.01 -3.92 5.59
P 2.43 -0.62 -1.25
N -2.75 0.70 -2.21
N -0.36 -1.57 3.95
C 3.99 -1.51 -1.52
C 1.84 1.99 -1.67
C -1.75 2.12 -0.32
C 0.62 3.80 -2.72
C 1.77 3.04 -2.59
C 3.03 1.07 -1.72
C -2.37 0.95 -3.56
C -2.97 -0.66 -1.83
C -0.49 3.50 -1.94
C 0.76 1.76 -0.79
C 1.49 -1.05 -2.77
C -0.45 2.43 -1.02
C -0.60 -2.52 4.62
C -2.94 1.74 -1.24
H -3.91 -1.06 -2.27
H 2.17 -1.25 -3.61
H -3.77 1.39 -0.59
H -1.64 1.36 0.47
H -3.22 0.82 -4.26
H -1.95 1.96 -3.67
H 4.41 -1.26 -2.50
H -3.06 -0.72 -0.73
H 0.59 4.65 -3.39
H 0.79 -0.25 -3.05
H 0.64 -0.02 2.65
H -1.60 0.22 -3.86
H -2.15 -1.30 -2.18
H -3.30 2.64 -1.77
H 4.69 -1.21 -0.72
H 3.84 1.33 -1.01
H -1.40 4.09 -2.03
H -2.10 3.05 0.20
H 3.48 1.01 -2.73
H 2.63 3.23 -3.24
H 0.13 -0.79 3.43
H 0.91 -1.96 -2.55
H 3.79 -2.58 -1.44
```

Results
**Orbital gap**: 7.6 eV
**2S+1**: 1
**Net charge**: 0
**E_HOMO**: -7.78 eV

Results of the Löwdin charge analysis, in e, for atoms 1 through 2: Hg 0.88; Se 0.58

# C34H52BrN7OPS3

A cluster of 6 separate species, C34H52BrN7OPS3 in total (ωB97M-V/def2-TZVPD, the OMol25 dataset).

```
99
Properties=species:S:1:pos:R:3
Br -0.98 -1.24 -4.94
S -1.35 2.00 1.24
S 3.99 -1.90 -2.83
S 4.84 0.40 -4.52
P -0.43 0.71 0.18
O -1.77 3.56 -3.25
N -0.87 -0.41 8.26
N -1.11 0.42 -1.43
N 4.11 0.62 -1.95
N -5.49 -4.35 -3.73
N -3.03 -2.40 -0.09
N 0.22 3.93 5.34
N 3.64 -0.52 2.47
C 0.35 1.24 7.42
C -5.49 -3.35 -5.71
C -4.87 -3.54 -0.49
C -0.03 -1.77 -1.80
C -3.86 -4.45 -0.08
C 1.81 4.16 3.83
C 1.46 -1.31 -1.81
C 4.00 -1.84 2.43
C 2.96 2.57 -3.02
C -1.98 1.46 -2.08
C 2.31 -0.40 2.19
C 4.82 0.21 -0.72
C -4.75 -3.58 -4.58
C 1.20 4.68 5.93
C -0.94 -0.65 -2.15
C 0.21 -0.26 9.10
C 2.21 4.84 5.02
C -1.84 -0.64 -3.34
C -6.70 -4.62 -4.31
C -2.75 4.43 -2.69
C -4.34 -2.28 -0.48
C 6.28 0.66 -0.67
C -0.79 0.50 7.24
C -1.13 2.72 -2.35
C -6.73 -4.01 -5.53
C -2.41 0.78 -3.39
C 4.11 2.08 -2.14
C 4.36 -0.14 -3.07
C -2.73 -3.71 0.17
C 0.58 3.61 4.06
C 0.98 0.75 8.60
C 2.89 -2.58 2.12
C 1.81 -1.67 1.97
C 2.21 -1.69 -3.10
H 1.10 5.02 6.94
H 2.37 4.10 2.91
H -2.63 -1.36 -3.10
H 6.43 1.49 0.02
H -1.55 0.54 6.48
H 1.51 -0.22 -1.72
H -0.90 3.23 -1.41
H 5.07 2.43 -2.54
H -5.19 -4.67 -2.83
H -0.64 3.66 5.79
H 4.25 0.60 0.13
H -3.75 -3.27 -4.31
H 2.11 -0.90 -3.84
H -1.60 -1.08 8.39
H -0.19 2.39 -2.81
H -0.49 -0.59 0.70
H 1.84 0.57 2.19
H 4.75 -0.87 -0.65
H 6.92 -0.16 -0.34
H -1.99 1.33 -4.23
H -3.94 -5.52 0.02
H -3.48 0.76 -3.54
H 0.79 -1.93 1.76
H -2.80 1.67 -1.39
H 4.01 2.50 -1.14
H 2.17 1.82 -3.08
H -2.40 -1.63 0.01
H -0.18 -2.57 -2.53
H 0.33 -0.88 9.97
H -0.05 3.02 3.42
H -3.76 4.09 -2.96
H 3.12 5.38 5.18
H 5.01 -2.14 2.64
H 6.64 0.97 -1.65
H 2.85 -3.65 2.03
H 1.90 1.11 9.03
H -1.74 -4.01 0.49
H 1.83 -2.61 -3.54
H 4.25 0.24 2.69
H -7.44 -5.23 -3.80
H -4.77 -1.33 -0.72
H 0.69 2.03 6.79
H -2.60 5.43 -3.10
H 2.55 3.50 -2.62
H 1.97 -1.72 -0.94
H -5.18 -2.78 -6.56
H -7.55 -4.04 -6.23
H 0.92 0.94 -0.08
H -2.66 4.48 -1.60
H -5.89 -3.78 -0.77
H 3.28 2.78 -4.04
H -0.30 -2.16 -0.82
```

Results
**Orbital gap**: 5.5 eV
**2S+1**: 1
**Net charge**: +1
**E_HOMO**: -9.88 eV

Results of the Löwdin charge analysis, in e, for atoms 1 through 2: Br 0.87; S 0.33

# C24H26ClN4O4PSeV

A structure of composition C24H26ClN4O4PSeV (ωB97M-V/def2-TZVPD, the OMol25 dataset).

```
62
Properties=species:S:1:pos:R:3
Se 1.91 1.18 2.86
V 0.83 0.63 0.61
Cl -1.49 1.21 0.35
P 0.89 1.73 -1.43
O 2.40 1.18 1.22
O 1.74 2.70 3.30
O 2.89 0.28 3.73
O 0.46 0.43 2.61
N 0.72 -1.84 0.45
N 2.44 -3.43 1.14
N 0.17 -3.72 1.93
N 0.71 -4.14 -0.40
C 2.32 2.59 -2.13
C -0.14 4.41 -1.58
C 3.18 3.25 -1.25
C -0.96 1.55 -3.60
C 3.71 3.26 -3.98
C 2.12 -4.26 -0.02
C -0.11 -2.33 1.60
C 0.07 0.96 -2.88
C 4.54 3.94 -3.11
C -0.10 -4.54 0.75
C -2.28 3.79 0.09
C -0.08 -0.99 -4.29
C 2.15 -2.04 0.83
C 2.60 2.59 -3.50
C -1.36 2.83 -0.27
C 1.59 -3.84 2.26
C -1.12 -0.40 -4.99
C -1.56 0.87 -4.65
C -2.12 5.08 -0.39
C 0.43 -2.74 -0.69
C 4.28 3.93 -1.75
C -0.28 3.12 -1.10
C 0.51 -0.31 -3.24
C -1.06 5.39 -1.22
H -2.36 1.33 -5.21
H 2.74 -3.95 -0.86
H 5.41 4.47 -3.49
H -3.09 3.54 0.75
H -0.62 -2.63 -0.97
H 1.06 -2.45 -1.54
H 1.81 -3.21 3.12
H -1.16 -2.23 1.32
H 0.70 4.66 -2.22
H 2.34 -5.30 0.21
H 0.27 -1.98 -4.56
H 3.92 3.25 -5.05
H 1.81 -4.88 2.51
H 2.38 -1.44 1.71
H 1.34 -0.73 -2.69
H 1.94 2.07 -4.18
H 2.98 3.22 -0.19
H -1.30 2.55 -3.35
H 2.78 -1.72 0.00
H 0.09 -1.70 2.46
H 0.12 -5.59 0.99
H 4.95 4.45 -1.07
H -2.83 5.85 -0.10
H -1.60 -0.94 -5.80
H -1.16 -4.46 0.49
H -0.93 6.40 -1.60
```

Results
**Orbital gap (spin up / spin down)**: 7.8 / 7.1 eV
**2S+1**: 2
**<S²>**: 0.920
**Net charge**: 0
**E_HOMO (spin up / spin down)**: -7.62 / -6.97 eV

Results of the Löwdin charge analysis, in e, for atoms 1 through 2: Se 0.79; V 0.44

In order of appearance, maximum force = 0.54; 2.46; 0.88; 3.66 eV/Å.
In order of appearance, ΔE to the lowest compared entry with this formula, charge and spin = 0.000; 0.157; 0.000; 0.511 eV.